Record 1
Entry from the Open Molecules 2025 dataset: a structure of composition C26H19BrF6N5O7PdS2 (the ωB97M-V functional and the def2-TZVPD basis).

E_LUMO (spin up / spin down) (eV): -2.98 / -6.22
Energy (eV): -160542.9699
Total charge: +1
Frontier orbital gap (spin up / spin down) (eV): 9.1 / 5.9
Energy above the lowest of the compared OMol25 structures with the same formula, charge and spin (kcal per mole): 0.0
Spin multiplicity: 5

The geometry in XYZ format:
```
67
C26H19BrF6N5O7PdS2 (the ωB97M-V functional and the def2-TZVPD basis)
Pd 0.03 -0.16 0.06
Br -2.13 2.82 0.02
C -2.12 1.77 1.57
C -2.90 2.16 2.65
C -2.89 1.36 3.79
C -2.11 0.22 3.80
C -1.37 -0.09 2.68
N -1.38 0.67 1.58
C -0.46 -1.32 2.68
O -0.23 -1.86 3.75
O 0.00 -1.66 1.53
H -3.49 3.06 2.59
H -3.50 1.63 4.64
H -2.05 -0.44 4.66
F 3.70 0.13 -4.35
C 3.42 -0.01 -3.07
F 3.41 1.18 -2.48
F 4.35 -0.77 -2.49
S 1.78 -0.81 -2.85
O 1.66 -0.87 -1.40
O 1.85 -2.07 -3.53
N 0.77 0.16 -3.56
S -0.11 1.20 -2.78
O 0.47 1.56 -1.48
O -1.50 0.89 -2.81
C 0.02 2.73 -3.80
F 1.29 3.08 -3.97
F -0.61 3.70 -3.14
F -0.56 2.54 -4.97
N -0.09 -4.59 -3.34
C -1.39 -4.58 -2.95
O -2.15 -5.51 -3.11
C -1.87 -3.33 -2.26
C -3.22 -3.03 -2.27
C -3.66 -1.88 -1.64
C -2.74 -1.06 -1.02
N -1.44 -1.36 -0.99
C -1.01 -2.48 -1.58
H 0.20 -5.39 -3.87
H 0.44 -3.74 -3.46
H -3.90 -3.71 -2.77
H -4.71 -1.61 -1.63
H -3.03 -0.13 -0.56
H 0.04 -2.70 -1.50
C 5.42 -2.66 1.28
C 5.69 -1.34 1.69
C 4.69 -0.42 1.75
C 3.36 -0.81 1.37
C 3.09 -2.15 0.96
C 4.13 -3.05 0.92
N 2.40 0.09 1.37
C 1.96 1.22 1.89
C 1.80 2.37 1.06
C 1.22 3.50 1.59
C 0.79 3.51 2.92
C 0.95 2.39 3.75
C 1.52 1.24 3.25
H 6.23 -3.38 1.24
H 6.70 -1.07 1.98
H 4.86 0.60 2.06
H 2.08 -2.42 0.73
H 3.94 -4.07 0.62
H 2.14 2.32 0.04
H 1.10 4.38 0.97
H 0.34 4.40 3.32
H 0.62 2.43 4.77
H 1.63 0.35 3.85
```

***

Record 2
Entry from the Open Molecules 2025 dataset: a structure of composition C6H14O2 at a distorted geometry (the ωB97M-V functional and the def2-TZVPD basis).

E_LUMO (eV): -2.70
Energy (eV): -10532.5047
Frontier orbital gap (eV): 5.5
Energy above the lowest of the compared OMol25 structures with the same formula, charge and spin (kcal per mole): 279.3
Spin multiplicity: 1

The geometry in XYZ format:
```
22
C6H14O2 (the ωB97M-V functional and the def2-TZVPD basis)
C -2.23 0.81 -0.15
C -1.43 -0.46 0.17
C -0.40 -0.19 1.26
C 1.34 -0.67 -1.29
O 0.84 0.48 -1.85
C 1.85 -0.73 0.04
C 1.05 -0.33 1.17
H -2.84 1.08 0.71
H -2.85 0.80 -1.01
H -1.50 1.56 -0.48
H -1.97 -1.32 0.53
H -0.96 -0.78 -0.73
H 0.10 -1.35 1.28
H -0.80 0.12 2.21
H 0.71 -1.50 -0.53
H 2.08 -0.93 -2.09
H 0.92 1.18 -1.10
H 2.96 -0.58 0.11
H 0.24 -2.73 0.07
H 1.79 0.14 1.95
H 0.74 3.15 -0.20
O 0.38 2.24 -0.06
```

***

Record 3
Entry from the Open Molecules 2025 dataset: a cluster of 2 separate species, C21H28N2O6 in total at a distorted geometry (the ωB97M-V functional and the def2-TZVPD basis).

E_LUMO (eV): 0.40
Energy (eV): -37496.7159
Frontier orbital gap (eV): 8.2
Energy above the lowest of the compared OMol25 structures with the same formula, charge and spin (kcal per mole): 46.0
SMILES: CNC(=O)[C@H](Cc1ccc(O)cc1)NC(C)=O.COc1cc(CCO)ccc1O
Spin multiplicity: 1

The geometry in XYZ format:
```
57
C21H28N2O6 (the ωB97M-V functional and the def2-TZVPD basis)
C -0.03 2.08 -4.04
N -1.13 2.38 -3.12
C -1.72 1.54 -2.26
O -2.64 1.96 -1.56
C -1.29 0.07 -2.17
C -2.08 -0.77 -3.19
C -1.88 -2.27 -3.09
C -0.60 -2.83 -3.30
C -0.42 -4.22 -3.20
C -1.52 -5.06 -2.89
O -1.33 -6.40 -2.78
C -2.80 -4.50 -2.69
C -2.97 -3.10 -2.79
N -1.49 -0.45 -0.81
C -0.58 -0.88 0.07
C 0.88 -0.95 -0.33
O -0.91 -1.18 1.20
H -0.30 1.27 -4.71
H 0.20 2.96 -4.64
H 0.87 1.80 -3.48
H -1.49 3.32 -3.11
H -0.23 0.00 -2.43
H -3.14 -0.55 -3.06
H -1.80 -0.45 -4.19
H 0.24 -2.20 -3.55
H 0.55 -4.67 -3.35
H -2.12 -6.84 -2.47
H -3.64 -5.13 -2.46
H -3.95 -2.67 -2.63
H -2.43 -0.40 -0.45
H 1.46 -1.30 0.53
H 1.23 0.04 -0.61
H 1.00 -1.65 -1.15
C -0.98 2.72 1.11
O -0.46 3.55 2.15
C 0.44 3.01 3.05
C 0.94 1.70 2.97
C 1.86 1.21 3.90
C 2.36 -0.21 3.78
C 3.51 -0.28 2.78
O 3.92 -1.64 2.64
C 2.29 2.04 4.94
C 1.80 3.34 5.05
C 0.88 3.83 4.11
O 0.41 5.11 4.26
H -0.18 2.38 0.44
H -1.49 1.84 1.53
H -1.70 3.28 0.52
H 0.61 1.02 2.18
H 1.54 -0.86 3.46
H 2.70 -0.57 4.76
H 3.18 0.10 1.81
H 4.34 0.33 3.12
H 4.21 -2.00 3.50
H 3.00 1.67 5.67
H 2.14 3.97 5.86
H 0.74 5.49 5.09
```

***

Record 4
Entry from the Open Molecules 2025 dataset: the molecule C8H21N4P at a distorted geometry (the ωB97M-V functional and the def2-TZVPD basis).

E_LUMO (eV): 0.81
Energy (eV): -23882.3451
Frontier orbital gap (eV): 7.9
Energy above the lowest of the compared OMol25 structures with the same formula, charge and spin (kcal per mole): 0.0
SMILES: CCN=[P@@]1(N(C)C)NCCCN1C
Spin multiplicity: 1

The geometry in XYZ format:
```
34
C8H21N4P (the ωB97M-V functional and the def2-TZVPD basis)
C 3.74 -0.29 -1.03
C 2.28 -0.25 -1.50
N 1.40 -1.13 -0.77
P -0.37 -0.44 -0.31
N -1.65 0.00 -1.37
C -1.27 0.10 -2.75
C -2.69 0.91 -0.92
N -1.03 -1.74 0.54
C -0.54 -2.03 1.81
C -0.81 -0.90 2.80
C -0.05 0.42 2.33
N -0.45 0.74 0.95
C 0.09 2.20 0.76
H 4.08 0.38 -0.21
H 3.86 -1.39 -0.75
H 4.38 0.06 -1.82
H 2.20 -0.75 -2.60
H 2.04 0.76 -1.69
H -0.32 -0.50 -2.84
H -2.05 -0.33 -3.27
H -1.27 1.21 -2.96
H -3.57 0.82 -1.60
H -3.05 0.44 -0.03
H -2.44 1.98 -0.80
H -1.05 -2.41 -0.23
H 0.46 -2.32 1.90
H -1.00 -2.89 2.26
H -1.93 -0.79 3.03
H -0.29 -1.15 3.70
H -0.39 1.28 3.00
H 1.01 0.32 2.35
H 1.12 2.26 0.97
H -0.01 2.50 -0.27
H -0.42 2.92 1.33
```

***

Record 5
Entry from the Open Molecules 2025 dataset: a structure of composition C28H22Br4F6N2O4ReSb at a distorted geometry (the ωB97M-V functional and the def2-TZVPD basis).

E_LUMO (spin up / spin down) (eV): -2.84 / -2.88
Energy (eV): -345710.8851
Frontier orbital gap (spin up / spin down) (eV): 5.4 / 5.4
Energy above the lowest of the compared OMol25 structures with the same formula, charge and spin (kcal per mole): 0.0
Spin multiplicity: 1

The geometry in XYZ format:
```
68
C28H22Br4F6N2O4ReSb (the ωB97M-V functional and the def2-TZVPD basis)
Re 0.08 -1.03 0.06
C -2.42 -2.87 -0.44
N -1.49 -2.27 0.53
C -1.63 -2.49 1.80
C -0.70 -1.89 2.67
C -0.49 -1.82 4.04
C 0.65 -1.01 4.23
C 1.10 -0.61 2.98
N 0.28 -1.14 2.02
C -3.59 -1.96 -0.72
C -4.80 -2.16 -0.06
C -5.87 -1.30 -0.27
C -5.72 -0.22 -1.13
C -4.52 -0.02 -1.79
C -3.46 -0.89 -1.59
H -2.77 -3.83 -0.04
H -1.86 -3.07 -1.35
H -2.44 -3.13 2.16
H -1.09 -2.29 4.80
H 1.10 -0.75 5.17
H 1.94 0.00 2.72
H -4.92 -3.01 0.61
H -6.81 -1.46 0.24
H -6.55 0.46 -1.29
H -4.39 0.83 -2.45
H -2.52 -0.73 -2.11
Br 4.13 -5.26 -3.71
C 2.84 -3.99 -3.20
C 2.18 -3.21 -4.20
Br 2.59 -3.48 -6.01
C 1.23 -2.27 -3.86
Br 0.31 -1.20 -5.08
C 0.94 -2.08 -2.49
O 0.10 -1.22 -2.01
C 1.60 -2.86 -1.51
O 1.23 -2.57 -0.29
C 2.55 -3.82 -1.87
Br 3.38 -4.77 -0.48
F 1.76 0.21 -0.32
Sb 3.79 0.15 -0.25
F 3.63 1.04 1.39
F 3.75 1.78 -1.17
F 5.65 0.05 -0.19
F 3.65 -0.78 -1.88
F 3.54 -1.48 0.66
C 2.87 5.01 2.10
C 1.80 4.21 1.42
C 1.81 4.00 0.06
C 0.85 3.23 -0.58
C 0.94 3.01 -2.07
C -0.14 2.65 0.20
C -0.21 2.86 1.59
C -1.34 2.31 2.43
C 0.77 3.64 2.17
C -1.14 1.76 -0.46
O -1.95 2.05 -1.29
O -1.06 0.43 -0.06
H 3.57 5.43 1.38
H 3.44 4.37 2.79
H 2.45 5.83 2.68
H 2.61 4.44 -0.54
H 1.36 3.89 -2.55
H -0.02 2.80 -2.52
H 1.62 2.18 -2.28
H -1.33 1.22 2.46
H -2.31 2.62 2.03
H -1.26 2.67 3.45
H 0.73 3.83 3.24
```

***

Record 6
Entry from the Open Molecules 2025 dataset: the molecule C3H6N4O at a distorted geometry (the ωB97M-V functional and the def2-TZVPD basis).

E_LUMO (eV): -0.58
Energy (eV): -11209.0749
Frontier orbital gap (eV): 9.2
Energy above the lowest of the compared OMol25 structures with the same formula, charge and spin (kcal per mole): 177.6
SMILES: [H]/N=c1/nc(C)n(N)o1
Spin multiplicity: 1

The geometry in XYZ format:
```
14
C3H6N4O (the ωB97M-V functional and the def2-TZVPD basis)
H 1.92 3.13 -0.59
N 1.19 2.67 -1.24
C 0.93 1.33 -0.94
N -0.07 0.41 -1.33
C -0.01 -0.59 -0.56
C -1.27 -1.44 -0.55
N 1.04 -0.58 0.43
N 0.18 -0.09 1.77
O 1.77 0.66 -0.03
H -1.74 -1.13 0.17
H -1.17 -2.62 -0.09
H -1.89 -1.46 -1.46
H -0.07 -0.87 2.62
H -0.79 0.57 1.79
```

***

Record 7
Entry from the Open Molecules 2025 dataset: the molecule C5H7N3O at a distorted geometry (the ωB97M-V functional and the def2-TZVPD basis).

E_LUMO (eV): -0.56
Energy (eV): -11815.0291
Frontier orbital gap (eV): 9.0
Energy above the lowest of the compared OMol25 structures with the same formula, charge and spin (kcal per mole): 31.4
SMILES: [H]/N=C1/CNC(=O)N=C1C
Spin multiplicity: 1

The geometry in XYZ format:
```
16
C5H7N3O (the ωB97M-V functional and the def2-TZVPD basis)
H -0.50 0.55 2.56
N -0.79 1.10 1.76
C -0.40 0.65 0.65
C -0.57 1.42 -0.64
N -0.38 0.44 -1.70
C -0.81 -0.92 -1.58
O -1.39 -1.51 -2.46
N -0.19 -1.48 -0.49
C 0.36 -0.60 0.30
C 1.44 -1.05 1.22
H 0.22 2.19 -0.71
H -1.54 1.91 -0.68
H -0.50 0.82 -2.64
H 1.86 -1.99 0.88
H 2.20 -0.29 1.33
H 1.01 -1.24 2.21
```

***

Record 8
Entry from the Open Molecules 2025 dataset: the molecule C3HF4NO at a distorted geometry (the ωB97M-V functional and the def2-TZVPD basis).

E_LUMO (spin up / spin down) (eV): -0.60 / -0.40
Energy (eV): -17527.6670
Frontier orbital gap (spin up / spin down) (eV): 9.0 / 7.9
Energy above the lowest of the compared OMol25 structures with the same formula, charge and spin (kcal per mole): 90.7
Spin multiplicity: 1

The geometry in XYZ format:
```
10
C3HF4NO (the ωB97M-V functional and the def2-TZVPD basis)
C -0.87 0.77 0.38
C -0.63 0.08 -0.79
C 0.22 -0.99 -0.90
N 1.20 0.11 1.26
O 0.02 0.80 1.37
F -1.35 0.34 -1.93
F 0.46 -1.55 -2.10
F 0.70 -1.71 0.05
F 1.97 0.59 2.24
H -1.71 1.55 0.43
```